Entry 1:
An isolated ion of composition C2H9N4 and charge +1 at a distorted geometry, computed with the ωB97M-V functional and the def2-TZVPD basis.

Geometry as XYZ:
```
15
Properties=species:S:1:pos:R:3:lowdin_charge:R:1
C 0.133 -1.055 -0.796 -0.047
C -0.644 -0.043 -0.031 -0.453
N 0.678 -0.735 0.509 -0.028
N -1.968 -0.237 0.570 0.105
N -0.390 1.339 -0.271 0.073
N 1.790 0.164 0.451 0.119
H -0.302 -2.028 -0.815 0.120
H 0.731 -0.964 -1.637 0.104
H -2.054 -0.718 1.449 0.084
H -2.663 -0.704 -0.058 0.117
H -0.468 1.893 -1.147 0.145
H -0.874 2.008 0.362 0.139
H 1.107 1.080 0.291 0.163
H 2.482 -0.068 -0.220 0.135
H 2.441 0.069 1.343 0.227
```

Computed properties:
**E_LUMO**: -3.21 eV
**E**: -300.27719 hartree
**Spin multiplicity**: 1
**Structure (SMILES)**: NC1(N)CN1[NH3+]
**HOMO**: -14.001 eV
**Orbital gap**: 10.8 eV
**Max |F|**: 0.062 hartree/bohr
**Total charge**: +1

Entry 2:
A 2-piece molecular cluster, C2H9N4 overall at a distorted geometry, computed with the ωB97M-V functional and the def2-TZVPD basis.

Geometry as XYZ:
```
15
Properties=species:S:1:pos:R:3:lowdin_charge:R:1
N 1.229 -1.661 -0.873 0.113
C 1.329 -0.255 -0.768 -0.607
N 1.409 0.450 -1.969 0.133
N 1.274 0.330 0.402 0.015
H 0.739 -2.076 -0.100 0.084
H 0.819 -1.949 -1.756 0.089
H 0.952 -0.054 -2.713 0.083
H 1.156 1.459 -1.982 0.124
H 1.862 -0.243 1.070 0.068
C -1.879 0.311 0.920 0.149
N -1.759 1.034 1.970 0.195
H -2.699 -0.391 0.876 0.121
H -1.138 0.468 0.080 0.109
H -1.061 1.778 1.993 0.156
H -2.233 0.800 2.851 0.168
```

Computed properties:
**E_LUMO**: -5.47 eV
**E**: -300.34182 hartree
**Spin multiplicity**: 1
**HOMO**: -12.377 eV
**Orbital gap**: 6.9 eV
**Max |F|**: 0.033 hartree/bohr
**Total charge**: +1